The following is a quantum chemistry calculation of a 9-piece molecular cluster, C62H64F8NO overall, from the Open Molecules 2025 dataset.

```
136
Properties=species:S:1:pos:R:3:lowdin_charge:R:1
C 4.38 3.28 -3.00 -0.089
C 5.56 2.34 -2.73 -0.238
C 5.47 1.08 -3.61 -0.215
C 6.19 -0.13 -3.04 -0.173
C 5.45 -0.69 -1.79 -0.088
C 4.73 -1.97 -2.09 -0.109
N 5.47 -3.05 -2.40 0.150
C 4.96 -4.27 -2.67 -0.031
C 3.61 -4.43 -2.66 -0.008
C 2.79 -3.35 -2.34 0.075
C 3.35 -2.11 -2.06 -0.200
O 2.65 -1.03 -1.71 -0.014
C 1.33 -0.84 -2.27 -0.133
C 1.17 0.62 -2.68 -0.175
C 1.19 0.82 -4.20 -0.250
C 0.95 2.29 -4.59 -0.088
H 4.13 3.30 -4.06 0.074
H 4.62 4.30 -2.69 0.050
H 3.50 2.97 -2.43 0.065
H 5.58 2.04 -1.68 0.103
H 6.48 2.85 -3.00 0.112
H 5.92 1.33 -4.58 0.120
H 4.42 0.84 -3.83 0.098
H 7.22 0.10 -2.78 0.119
H 6.21 -0.90 -3.81 0.108
H 4.73 0.02 -1.41 0.115
H 6.15 -0.90 -0.98 0.137
H 6.48 -2.93 -2.39 0.163
H 5.67 -5.05 -2.88 0.135
H 3.20 -5.40 -2.87 0.129
H 1.72 -3.48 -2.31 0.136
H 0.61 -1.09 -1.49 0.121
H 1.20 -1.47 -3.16 0.123
H 0.25 1.03 -2.26 0.122
H 1.99 1.19 -2.23 0.105
H 2.16 0.47 -4.55 0.096
H 0.42 0.18 -4.62 0.107
H 0.78 2.89 -3.70 0.073
H 0.08 2.37 -5.25 0.072
H 1.81 2.70 -5.11 0.062
F 3.50 5.84 -0.76 0.042
C 4.19 7.00 -0.61 -0.286
C 5.15 7.34 -1.54 -0.023
C 5.84 8.53 -1.37 -0.081
C 5.57 9.35 -0.29 -0.092
C 4.60 8.99 0.63 -0.078
C 3.89 7.81 0.47 -0.017
H 5.35 6.68 -2.37 0.106
H 6.60 8.81 -2.09 0.106
H 6.12 10.28 -0.17 0.103
H 4.38 9.63 1.47 0.107
H 3.12 7.51 1.17 0.118
F -1.52 -2.61 -0.93 0.008
C -1.79 -2.24 0.36 -0.284
C -2.60 -1.15 0.58 -0.016
C -2.88 -0.80 1.90 -0.057
C -2.34 -1.53 2.95 -0.066
C -1.52 -2.62 2.69 -0.087
C -1.24 -2.99 1.38 -0.016
H -3.01 -0.60 -0.25 0.110
H -3.53 0.04 2.09 0.090
H -2.56 -1.24 3.97 0.107
H -1.11 -3.18 3.51 0.088
H -0.62 -3.84 1.16 0.116
F -5.44 -1.18 -0.91 0.040
C -5.45 -1.81 -2.11 -0.272
C -4.31 -2.45 -2.53 -0.011
C -4.33 -3.08 -3.77 -0.080
C -5.48 -3.07 -4.55 -0.093
C -6.62 -2.42 -4.09 -0.073
C -6.61 -1.78 -2.86 -0.013
H -3.41 -2.44 -1.92 0.085
H -3.45 -3.60 -4.12 0.103
H -5.49 -3.57 -5.50 0.102
H -7.51 -2.40 -4.69 0.109
H -7.48 -1.27 -2.48 0.106
F -2.48 1.43 3.91 0.038
C -3.54 1.64 4.72 -0.289
C -4.79 1.83 4.15 -0.027
C -5.88 2.02 4.99 -0.073
C -5.71 2.03 6.36 -0.086
C -4.45 1.84 6.91 -0.077
C -3.35 1.63 6.09 -0.017
H -4.90 1.82 3.08 0.105
H -6.86 2.17 4.56 0.109
H -6.56 2.19 7.01 0.105
H -4.32 1.85 7.98 0.107
H -2.36 1.47 6.49 0.118
F 11.98 -4.82 -3.09 0.075
C 10.99 -5.08 -2.23 -0.283
C 9.72 -4.64 -2.53 -0.016
C 8.69 -4.92 -1.64 -0.100
C 8.94 -5.62 -0.47 -0.092
C 10.23 -6.05 -0.19 -0.069
C 11.27 -5.79 -1.08 0.002
H 9.55 -4.09 -3.45 0.116
H 7.68 -4.59 -1.86 0.056
H 8.14 -5.83 0.22 0.103
H 10.43 -6.59 0.72 0.112
H 12.28 -6.12 -0.88 0.125
F -7.40 5.65 3.72 0.059
C -7.40 5.10 2.49 -0.290
C -6.22 4.61 1.98 -0.028
C -6.22 4.03 0.72 -0.090
C -7.40 3.95 -0.01 -0.100
C -8.58 4.45 0.53 -0.082
C -8.59 5.03 1.79 -0.012
H -5.31 4.69 2.56 0.116
H -5.30 3.65 0.30 0.102
H -7.40 3.51 -1.00 0.099
H -9.50 4.39 -0.04 0.106
H -9.50 5.41 2.23 0.120
F -0.24 -3.25 5.94 0.055
C 1.08 -3.17 5.70 -0.280
C 1.97 -3.65 6.64 -0.010
C 3.33 -3.57 6.37 -0.079
C 3.78 -3.00 5.18 -0.099
C 2.86 -2.51 4.26 -0.086
C 1.50 -2.60 4.51 -0.018
H 1.60 -4.09 7.55 0.121
H 4.04 -3.94 7.09 0.107
H 4.84 -2.93 4.99 0.099
H 3.21 -2.06 3.34 0.099
H 0.77 -2.23 3.80 0.092
F -11.94 0.15 1.18 0.057
C -10.85 -0.64 1.13 -0.288
C -10.83 -1.80 1.88 -0.015
C -9.71 -2.61 1.83 -0.081
C -8.62 -2.26 1.04 -0.090
C -8.67 -1.08 0.29 -0.086
C -9.79 -0.27 0.33 -0.013
H -11.68 -2.06 2.50 0.119
H -9.68 -3.53 2.41 0.105
H -7.75 -2.89 1.00 0.102
H -7.82 -0.80 -0.32 0.073
H -9.85 0.65 -0.24 0.114
```

Summary:
orbital gap: 6.440 eV
total charge: +1

The following is a quantum chemistry calculation of a 6-piece molecular cluster, C62H69FN3O24 overall, from the Open Molecules 2025 dataset.

```
159
Properties=species:S:1:pos:R:3:lowdin_charge:R:1
C 0.00 -0.17 5.14 -0.060
C -0.43 0.74 3.98 -0.229
O 0.68 1.48 3.44 -0.007
C 1.07 1.00 2.22 -0.436
O 1.10 -0.18 1.96 0.114
C 1.39 2.11 1.20 -0.059
C 2.22 1.58 0.01 -0.142
C 1.71 1.97 -1.42 -0.094
C 0.21 1.90 -1.60 -0.047
C -0.40 0.64 -1.26 -0.164
O 0.38 -0.33 -0.85 0.014
C -0.20 -1.65 -0.79 -0.118
C -0.39 -2.31 -2.18 -0.287
C 1.01 -2.90 -2.57 -0.041
C -1.38 -3.50 -2.10 -0.369
C -1.37 -4.36 -3.40 -0.055
C -2.85 -3.08 -1.81 -0.075
C -1.80 0.56 -1.41 0.095
C -2.53 1.63 -1.86 -0.153
C -4.03 1.39 -1.98 -0.101
C -4.76 1.88 -0.69 -0.063
C -4.80 0.79 0.40 -0.393
O -4.25 -0.27 0.20 0.082
N -5.48 1.02 1.65 0.117
C -5.26 -0.09 2.55 -0.273
C -6.01 -1.26 2.48 -0.034
C -5.77 -2.32 3.34 -0.078
C -4.76 -2.28 4.31 -0.069
C -4.03 -1.09 4.41 -0.075
C -4.28 -0.03 3.54 -0.039
N -1.93 2.81 -2.19 0.027
C -2.80 3.89 -2.66 -0.114
C -3.24 3.77 -4.17 -0.126
C -2.54 2.66 -5.02 -0.250
N -3.42 1.50 -5.27 0.008
C -0.58 2.93 -2.08 -0.126
C 0.07 4.24 -2.50 -0.092
C -0.09 5.45 -1.50 -0.123
C -0.88 5.19 -0.20 -0.181
F 0.00 4.81 0.81 -0.058
H 0.60 0.38 5.89 0.086
H 0.57 -1.05 4.80 0.081
H -0.89 -0.56 5.68 0.056
H -1.00 0.18 3.23 0.116
H -1.11 1.49 4.43 0.120
H 0.42 2.56 0.95 0.110
H 2.00 2.86 1.73 0.116
H 2.34 0.49 0.04 0.092
H 3.24 1.98 0.11 0.124
H 2.15 1.23 -2.11 0.134
H 2.17 2.94 -1.69 0.107
H 0.53 -2.28 -0.25 0.120
H -1.10 -1.68 -0.17 0.133
H -0.74 -1.55 -2.90 0.146
H 1.06 -3.14 -3.63 0.076
H 1.14 -3.82 -1.97 0.082
H 1.81 -2.18 -2.30 0.075
H -1.08 -4.16 -1.27 0.143
H -0.76 -3.94 -4.21 0.075
H -1.07 -5.38 -3.14 0.057
H -2.41 -4.43 -3.77 0.076
H -3.44 -4.01 -1.70 0.088
H -2.97 -2.53 -0.86 0.059
H -3.31 -2.55 -2.66 0.083
H -2.34 -0.36 -1.17 0.099
H -4.49 1.90 -2.84 0.096
H -4.19 0.32 -2.14 0.127
H -5.78 2.18 -0.96 0.132
H -4.22 2.75 -0.27 0.119
H -4.97 1.80 2.07 0.129
H -6.80 -1.30 1.73 0.123
H -6.37 -3.23 3.24 0.110
H -4.58 -3.14 4.95 0.109
H -3.27 -1.05 5.19 0.085
H -3.65 0.86 3.69 0.105
H -3.71 3.95 -2.05 0.121
H -2.34 4.88 -2.55 0.112
H -4.34 3.69 -4.24 0.109
H -3.00 4.74 -4.66 0.112
H -1.55 2.36 -4.64 0.101
H -2.36 3.10 -6.01 0.106
H -4.39 1.78 -5.30 0.068
H -3.25 0.75 -4.61 0.054
H 1.12 4.15 -2.76 0.101
H -0.43 4.54 -3.44 0.115
H 0.93 5.77 -1.21 0.125
H -0.54 6.32 -1.99 0.118
H -1.29 6.16 0.12 0.129
H -1.74 4.51 -0.29 0.105
C 1.92 6.13 3.42 0.074
C 3.06 5.53 3.79 -0.231
C 3.67 5.77 5.14 -0.314
O 4.69 5.18 5.42 0.117
C 3.00 6.70 6.04 0.080
C 1.86 7.30 5.67 -0.235
C 1.24 7.04 4.33 -0.313
O 0.19 7.60 4.04 0.107
O 1.22 8.16 6.46 0.116
O 3.71 4.69 2.98 0.099
H 1.47 5.96 2.45 0.115
H 3.45 6.87 7.00 0.139
H 0.43 8.45 5.96 0.121
H 4.50 4.40 3.48 0.121
C -0.35 -2.88 8.16 0.070
C 0.50 -3.16 9.16 -0.232
C 0.14 -2.91 10.59 -0.312
O 0.94 -3.20 11.46 0.121
C -1.16 -2.32 10.88 0.081
C -2.01 -2.03 9.88 -0.234
C -1.66 -2.31 8.45 -0.314
O -2.47 -2.05 7.58 0.083
O -3.21 -1.49 10.10 0.114
O 1.71 -3.68 8.93 0.120
H -0.10 -3.06 7.12 0.133
H -1.40 -2.12 11.91 0.139
H -3.62 -1.38 9.22 0.118
H 2.12 -3.79 9.81 0.124
C 2.45 -9.44 -3.58 0.084
C 1.56 -8.67 -2.95 -0.229
C 1.63 -7.17 -3.02 -0.304
O 0.79 -6.51 -2.44 0.077
C 2.73 -6.57 -3.77 0.070
C 3.62 -7.35 -4.39 -0.235
C 3.53 -8.84 -4.35 -0.311
O 4.36 -9.50 -4.96 0.123
O 4.64 -6.83 -5.09 0.120
O 0.56 -9.18 -2.24 0.118
H 2.40 -10.52 -3.55 0.140
H 2.78 -5.49 -3.79 0.130
H 5.13 -7.60 -5.44 0.126
H 0.06 -8.42 -1.89 0.119
C 5.11 -3.95 -1.56 0.080
C 5.12 -5.27 -1.34 -0.239
C 4.18 -5.91 -0.36 -0.317
O 4.23 -7.12 -0.21 0.117
C 3.26 -5.05 0.37 0.083
C 3.25 -3.73 0.15 -0.240
C 4.17 -3.09 -0.85 -0.322
O 4.10 -1.89 -1.02 0.093
O 2.42 -2.91 0.79 0.088
O 5.97 -6.08 -1.97 0.118
H 5.78 -3.47 -2.26 0.139
H 2.60 -5.52 1.09 0.140
H 2.62 -2.01 0.45 0.097
H 5.78 -6.98 -1.63 0.124
C 1.17 3.69 -6.31 0.069
C 2.40 3.58 -5.80 -0.236
C 3.54 4.41 -6.29 -0.314
O 4.63 4.27 -5.77 0.121
C 3.29 5.34 -7.38 0.082
C 2.06 5.46 -7.90 -0.233
C 0.91 4.64 -7.39 -0.312
O -0.19 4.80 -7.88 0.111
O 1.79 6.30 -8.90 0.122
O 2.67 2.71 -4.81 0.095
H 0.34 3.10 -5.96 0.114
H 4.13 5.93 -7.74 0.141
H 0.84 6.19 -9.09 0.123
H 3.62 2.83 -4.62 0.124
```

Summary:
orbital gap: 7.559 eV
total charge: +1